The following is a quantum chemistry calculation of a structure of composition C52H52N5O2PW in a non-equilibrium geometry, from the OMol25 dataset.

Geometry as XYZ:
```
113
C52H52N5O2PW | the OMol25 dataset | ωB97M-V with the def2-TZVPD basis set
W -0.46487 -0.04472 0.60521
C 0.54199 -2.82955 3.21222
C 1.76026 -2.98976 2.29734
C 1.38305 -3.52061 0.91473
C 2.61854 -1.73369 2.34160
C 3.62606 -1.70197 3.30448
C 4.45496 -0.60563 3.45994
C 4.28195 0.49602 2.64116
C 3.29087 0.51948 1.66406
C 3.17717 1.75938 0.79281
C 2.98181 3.01608 1.64510
C 4.39595 1.93466 -0.11735
C 2.45671 -0.60647 1.52733
N 1.46682 -0.60966 0.48005
C 1.93437 -0.90713 -0.77486
C 1.01561 -0.76232 -1.76712
N -0.23217 -0.32899 -1.36634
C -1.20005 -0.28791 -2.43980
C -1.82648 -1.49517 -2.78547
C -2.68478 -1.51438 -3.88114
C -2.90658 -0.37747 -4.63399
C -2.26609 0.79899 -4.28739
C -1.40332 0.87701 -3.19575
C -0.81106 2.24939 -2.91602
C -1.71247 3.00220 -1.93503
C 0.66398 2.30328 -2.52020
C -1.59820 -2.79166 -2.03159
C -0.92398 -3.84931 -2.90786
C -2.91667 -3.32638 -1.46687
C 1.63228 -1.09299 -3.06441
C 1.25778 -1.11639 -4.37872
C 2.21760 -1.51846 -5.35173
C 3.49511 -1.88502 -5.02073
C 3.90941 -1.86622 -3.65935
C 5.18961 -2.21711 -3.14586
C 5.43095 -2.14914 -1.79890
C 4.44251 -1.72678 -0.86476
C 3.20898 -1.37793 -1.33751
C 2.96386 -1.46437 -2.73370
H -0.09723 -3.71337 3.17721
H -0.06772 -1.97512 2.91097
H 0.85526 -2.66036 4.24453
H 2.38656 -3.76118 2.75522
H 0.57701 -2.95315 0.45286
H 1.03679 -4.55124 1.01623
H 2.24168 -3.52072 0.24042
H 3.76155 -2.57162 3.93782
H 5.23545 -0.61376 4.21056
H 4.93198 1.35544 2.75302
H 2.30530 1.64562 0.15486
H 3.89295 3.26965 2.19143
H 2.18651 2.88765 2.38249
H 2.74186 3.87498 1.01385
H 5.31051 2.04752 0.47074
H 4.27974 2.83463 -0.72563
H 4.52755 1.08620 -0.78728
H -3.17196 -2.44357 -4.15211
H -3.56763 -0.40682 -5.49109
H -2.42966 1.69182 -4.88042
H -0.88173 2.77898 -3.87052
H -1.82019 2.43781 -1.01045
H -2.71312 3.13473 -2.35142
H -1.30408 3.98901 -1.69941
H 0.83968 1.95163 -1.50527
H 1.00878 3.33856 -2.57792
H 1.28082 1.70597 -3.19447
H -0.93880 -2.59228 -1.19185
H -1.55063 -4.11330 -3.76371
H -0.75473 -4.75871 -2.32711
H 0.03879 -3.50430 -3.28739
H -3.56418 -3.69996 -2.26419
H -3.46562 -2.54563 -0.93561
H -2.73166 -4.14227 -0.76695
H 0.25770 -0.84798 -4.69685
H 1.91609 -1.53587 -6.39151
H 4.19225 -2.18906 -5.79249
H 5.97133 -2.53969 -3.82343
H 6.40912 -2.42201 -1.42341
H 4.68716 -1.67940 0.18980
O -2.58895 -3.34661 1.91758
C -2.41788 -2.19884 1.61563
O -1.36467 -1.79522 0.89896
C -3.42842 -1.11744 1.98765
P -2.74894 0.55402 1.69045
C -2.21004 1.04936 3.35642
C -3.08312 1.55887 4.31434
C -2.63380 1.81826 5.59989
C -1.31373 1.55847 5.94549
C -0.43273 1.05254 5.00138
C -0.87999 0.81289 3.71041
C -4.12422 1.66556 1.30008
C -5.45993 1.27997 1.37792
C -6.46792 2.19444 1.10263
C -6.14813 3.49949 0.76135
C -4.81836 3.89335 0.69373
C -3.81063 2.98142 0.95983
H -3.67457 -1.24586 3.04156
H -4.33788 -1.30578 1.41638
H -4.11494 1.76206 4.05151
H -3.31607 2.22497 6.33512
H -0.96817 1.76187 6.95078
H 0.60163 0.85989 5.25510
H -0.12218 0.48312 2.99072
H -5.72926 0.26885 1.65245
H -7.50292 1.88356 1.15954
H -6.93508 4.21187 0.54980
H -4.56185 4.91173 0.43216
H -2.77884 3.30629 0.90930
N -0.07695 1.91696 0.87681
C -0.16276 3.07259 1.10909
N -0.37392 4.26608 1.39173
C 0.36800 5.32237 1.08946
N 0.95230 6.29079 0.85964
```

Its gap between HOMO and LUMO (alpha / beta) is 6.3 / 6.4 eV. For the energy relative to the best compared isomer or geometry (same formula, charge and spin), the calculation gives 4.17 kcal per mole. The calculation puts the highest occupied orbital energy (alpha / beta) at -0.259 / -0.259 Eh. As for the total charge: 0. The value obtained for the total energy is -2845.51096 Eh.

Results of the Mulliken charge analysis, in e, for atoms 1 through 5: number 1, W, carries -0.684; number 2, C, carries -1.401; number 3, C, carries 0.494; number 4, C, carries -1.949; number 5, C, carries 0.567